Computed, not measured: a structure of composition C18H37As3AuN3O2Se, with ωB97M-V with the def2-TZVPD basis set.

Geometry (Å):
Au -0.07 -0.21 0.30
C 3.46 -1.41 0.16
As 2.31 0.13 0.19
C 2.67 1.03 -1.47
C 2.97 1.42 1.47
C 2.93 1.15 2.98
C 3.75 2.28 3.62
C 1.49 1.29 3.49
As 0.10 0.18 2.72
C 0.10 -1.60 3.43
C -1.54 0.99 3.30
C 3.55 -0.21 3.33
As 4.22 -0.48 5.21
C 2.70 -1.43 6.00
C 5.26 -2.07 4.76
H 3.29 -2.07 1.00
H 4.48 -1.02 0.18
H 3.29 -1.95 -0.77
H 3.71 1.37 -1.43
H 2.02 1.89 -1.59
H 2.54 0.34 -2.30
H 2.42 2.34 1.24
H 4.01 1.58 1.17
H 3.43 3.25 3.24
H 4.81 2.16 3.41
H 3.63 2.29 4.70
H 1.13 2.31 3.32
H 1.44 1.12 4.57
H 0.15 -1.53 4.51
H 0.95 -2.17 3.05
H -0.82 -2.07 3.11
H -1.49 1.06 4.39
H -2.37 0.36 3.00
H -1.64 1.98 2.87
H 4.47 -0.33 2.74
H 2.90 -1.04 3.05
H 1.87 -0.76 6.20
H 3.03 -1.82 6.96
H 2.38 -2.27 5.39
H 6.15 -1.79 4.20
H 4.67 -2.79 4.19
H 5.58 -2.55 5.69
C -4.84 1.06 1.00
O -4.05 1.66 -0.05
C -2.81 1.26 -0.19
O -2.28 0.41 0.54
N -2.21 1.88 -1.23
N -0.91 1.52 -1.60
H -5.80 1.55 0.94
H -4.38 1.24 1.97
H -4.94 -0.01 0.82
H -2.77 2.46 -1.83
H -0.36 2.36 -1.71
H -0.93 1.02 -2.49
Se -1.09 -2.33 -0.49
C 0.25 -3.71 -0.31
C 0.02 -4.78 0.53
C 1.00 -5.76 0.63
N 2.14 -5.74 -0.05
C 2.33 -4.72 -0.89
C 1.42 -3.68 -1.06
H -0.89 -4.88 1.11
H 0.85 -6.61 1.29
H 3.25 -4.74 -1.46
H 1.59 -2.91 -1.79

Calculated values
Total charge: +2
Relative energy (zero: lowest compared OMol25 entry of this formula, charge and spin), kcal per mole: 33.0
Orbital gap (alpha / beta), hartree: 0.19160 / 0.19623
E_HOMO (alpha / beta), eV: -13.62 / -13.64

Here are the Löwdin charges for atoms 1 to 2, given in e: atom 1 (Au): 0.456, atom 2 (C): -0.226